This record from the OMol25 dataset describes a molecular structure, C21H40N3O7P2SSeW at a distorted geometry. The level of theory is the ωB97M-V functional and the def2-TZVPD basis.

For the molar mass, the calculation gives 803.4 Da. As for the LUMO energy (spin up / spin down): -0.3329 / -0.3706 Eh. As for the total energy: -5063.87402 Ha. The spin multiplicity is 3. Its maximum force is 2.2 eV/Å. The calculation puts the gap between HOMO and LUMO (spin up / spin down) at 7.397 / 6.368 eV. As for the charge: +3.

Last column: Mulliken spin population.
Geometry (Å):
W (0.996, 1.253, 0.156)  1.813
N (2.926, 4.222, 2.568)  -0.002
C (3.195, 3.615, 1.232)  -0.004
C (4.455, 4.161, 0.599)  -0.003
P (3.232, 1.759, 1.422)  0.026
O (4.425, 1.476, 2.405)  0.002
O (3.284, 1.058, 0.099)  0.016
O (1.909, 1.427, 2.099)  0.017
P (1.694, 3.820, 0.146)  0.046
O (1.724, 5.362, -0.117)  0.001
O (1.831, 2.898, -1.039)  0.009
O (0.480, 3.346, 0.918)  0.019
H (3.664, 3.973, 3.251)  0.000
H (2.017, 3.870, 2.926)  -0.002
H (2.870, 5.254, 2.500)  0.000
H (5.341, 3.913, 1.186)  0.000
H (4.402, 5.242, 0.466)  0.000
H (4.580, 3.720, -0.391)  0.001
H (5.232, 1.073, 2.074)  0.000
H (1.009, 5.801, -0.585)  -0.001
C (-4.496, -1.560, 1.039)  0.000
C (-3.764, -2.671, 1.786)  0.000
C (-2.694, -3.399, 0.969)  0.000
C (-1.494, -2.545, 0.531)  0.007
N (-1.818, -1.641, -0.549)  0.002
C (-1.962, -0.312, -0.448)  0.077
Se (-1.237, 0.802, 0.977)  -0.026
N (-2.578, 0.167, -1.540)  -0.026
C (-3.051, 1.515, -1.728)  -0.003
C (-2.212, 2.311, -2.729)  -0.001
C (-0.758, 2.526, -2.292)  0.015
C (0.135, 1.270, -2.448)  -0.049
C (-2.809, -0.881, -2.409)  0.001
C (-3.412, -0.943, -3.660)  0.001
C (-3.460, -2.180, -4.271)  0.000
C (-2.919, -3.319, -3.669)  0.000
C (-2.335, -3.269, -2.420)  -0.001
C (-2.307, -2.035, -1.781)  0.005
H (-5.429, -1.338, 1.548)  0.000
H (-4.737, -1.867, 0.024)  0.000
H (-3.911, -0.637, 1.014)  0.000
H (-4.495, -3.426, 2.079)  0.000
H (-3.328, -2.262, 2.698)  0.000
H (-3.160, -3.848, 0.090)  0.000
H (-2.293, -4.209, 1.580)  0.000
H (-0.691, -3.203, 0.184)  0.001
H (-1.156, -1.929, 1.369)  -0.005
H (-3.059, 2.000, -0.746)  -0.001
H (-4.080, 1.450, -2.089)  -0.001
H (-2.700, 3.280, -2.848)  -0.001
H (-2.223, 1.822, -3.704)  0.001
H (-0.758, 2.906, -1.255)  -0.008
H (-0.345, 3.306, -2.932)  0.005
H (0.357, 0.675, -1.475)  0.020
H (1.091, 1.536, -2.915)  -0.005
H (-0.354, 0.562, -3.121)  0.002
H (-3.825, -0.074, -4.144)  0.000
H (-3.927, -2.276, -5.238)  0.000
H (-2.959, -4.260, -4.196)  0.000
H (-1.917, -4.152, -1.968)  0.000
C (3.644, -2.916, -0.292)  0.000
C (2.622, -2.941, 0.829)  0.006
S (2.378, -1.243, 1.452)  0.025
O (1.340, -0.712, 0.375)  0.018
C (1.266, -1.545, 2.872)  0.007
C (2.087, -1.748, 4.131)  0.001
H (3.742, -3.907, -0.730)  0.000
H (4.620, -2.620, 0.083)  0.000
H (3.340, -2.227, -1.078)  0.000
H (2.965, -3.550, 1.664)  0.000
H (1.649, -3.286, 0.485)  -0.002
H (0.639, -2.409, 2.665)  0.000
H (0.654, -0.639, 2.949)  -0.001
H (2.660, -2.670, 4.093)  0.000
H (1.419, -1.809, 4.988)  0.000
H (2.773, -0.919, 4.288)  0.000